Entry 1:
# C5H10N2O2

A cluster of 2 separate species, C5H10N2O2 in total at a distorted geometry (ωB97M-V/def2-TZVPD, OMol25).

```
19
Properties=species:S:1:pos:R:3:forces:R:3
C -2.715 0.059 0.465 0.87 1.23 4.51
C -1.510 0.946 0.354 -1.55 3.68 2.37
C 1.312 -0.865 -0.512 3.06 0.45 1.33
C 2.461 -0.900 0.789 2.21 0.90 -4.24
C 2.350 0.258 -0.447 1.15 -2.27 -1.58
H -4.295 0.393 -1.399 4.05 -2.30 2.37
H -3.629 0.590 0.976 2.11 -1.04 -0.24
H -2.198 -0.799 1.224 -2.05 1.28 -1.86
H -1.582 2.020 0.749 -0.18 -1.38 -0.79
H -0.521 -1.525 -0.370 -1.78 0.32 0.33
H 1.429 -1.600 -1.329 0.44 0.30 0.71
H 2.172 -0.430 1.747 0.10 -0.72 -0.59
H 3.614 -1.534 0.643 -4.05 1.92 0.78
H 3.119 0.153 -1.350 -1.32 -0.42 2.33
H 1.208 1.984 -0.290 2.93 -1.97 -0.04
N -0.321 0.651 0.115 0.10 -2.73 -0.97
N -0.034 -0.662 -0.258 1.48 1.66 0.20
O -3.057 -0.372 -0.726 -4.79 -0.33 -5.41
O 2.195 1.634 -0.380 -2.76 1.42 0.79
```
Positions in Å, forces in eV/Å.

Computed properties:
Kohn-Sham gap ... 6.156 eV
Largest force on an atom ... 7.233 eV/A
Relative energy (zero: lowest compared OMol25 entry of this formula, charge and spin) ... 1043.40 kJ/mol
HOMO ... -7.96 eV
2S+1 ... 1
Energy ... -12412.65847 eV

Entry 2:
# C19H46O19

A cluster of 9 separate species, C19H46O19 in total at a distorted geometry (ωB97M-V/def2-TZVPD, OMol25).

```
84
Properties=species:S:1:pos:R:3:forces:R:3
C -4.989 0.824 -2.224 -0.58 0.09 -0.10
O -4.166 0.944 -3.406 0.23 -0.38 0.75
C -2.885 0.746 -3.107 0.16 1.07 -0.76
O -2.406 0.571 -2.018 -0.28 -0.38 0.63
O -2.152 0.887 -4.208 -0.85 -0.23 0.04
C -0.777 0.738 -3.950 1.15 -0.37 -1.00
H -4.782 -0.129 -1.725 -0.11 0.29 -0.06
H -6.020 0.835 -2.607 0.39 0.08 0.29
H -4.807 1.659 -1.524 -0.12 -0.44 -0.45
H -0.560 -0.232 -3.491 -0.03 0.24 0.11
H -0.396 1.571 -3.367 -0.01 -0.09 0.13
H -0.320 0.744 -4.951 -0.02 0.08 0.39
C 0.868 -5.459 -2.916 -0.85 0.11 0.15
O -0.542 -5.255 -2.541 0.38 0.61 1.02
C -0.755 -4.032 -1.945 -0.38 -1.44 -2.66
O 0.061 -3.165 -1.958 1.53 0.96 0.72
O -2.025 -3.852 -1.644 0.10 -0.69 0.71
C -2.225 -2.558 -1.036 -0.35 0.15 -0.40
H 1.496 -5.330 -2.034 0.01 0.16 -0.18
H 1.122 -4.739 -3.705 0.09 -0.31 0.30
H 0.962 -6.497 -3.257 -0.30 0.41 0.00
H -1.741 -2.532 -0.052 0.02 0.19 -0.42
H -3.303 -2.469 -0.921 0.04 0.03 -0.01
H -1.846 -1.810 -1.751 -0.19 -0.07 0.75
C 0.330 4.464 -0.799 -0.65 -0.10 0.50
O 1.536 3.936 -1.364 0.34 -0.34 -1.73
C 1.400 3.658 -2.709 1.30 0.17 2.53
O 0.392 3.821 -3.294 -2.13 0.40 -1.42
O 2.516 3.179 -3.243 0.22 -0.08 0.58
C 2.411 2.957 -4.664 0.05 0.21 0.44
H 0.062 5.455 -1.195 0.28 -0.37 -0.10
H 0.501 4.541 0.278 0.12 -0.06 -0.27
H -0.512 3.769 -0.957 0.39 0.33 -0.01
H 2.223 3.933 -5.125 0.39 -0.37 -0.26
H 1.559 2.320 -4.883 0.01 -0.14 -0.02
H 3.354 2.463 -4.918 -0.28 0.40 -0.24
C 0.089 1.242 4.277 0.28 0.27 0.05
O -0.157 0.995 2.885 0.34 -0.02 0.52
C -0.053 2.061 2.088 -0.90 -1.39 -0.64
O -0.012 3.196 2.446 0.35 1.08 0.02
O -0.131 1.694 0.814 0.01 1.75 0.20
C -0.118 0.344 0.464 -0.27 -1.52 -0.78
H -0.763 0.911 4.855 -0.21 -0.22 0.02
H 0.218 2.315 4.435 0.13 -0.24 0.10
H 0.984 0.679 4.553 -0.16 0.15 0.04
H -0.851 -0.236 1.034 0.12 0.13 -0.13
H 0.870 -0.072 0.625 0.17 -0.21 0.03
H -0.378 0.276 -0.606 0.12 0.21 0.51
C -1.071 -2.416 3.215 -0.49 0.64 0.21
O -0.538 -2.748 1.931 0.50 -0.42 -0.21
C 0.473 -3.635 2.038 -0.28 0.10 0.75
O 0.862 -4.063 3.097 0.05 -0.02 -0.28
O 0.946 -3.954 0.845 -0.46 0.34 -0.09
C 2.024 -4.885 0.876 0.48 -0.16 -0.01
H -1.854 -1.663 3.044 0.36 -0.21 -0.08
H -0.279 -1.992 3.850 -0.37 -0.27 -0.13
H -1.534 -3.294 3.672 0.26 0.11 0.06
H 2.667 -4.646 0.028 -0.20 -0.11 0.01
H 1.624 -5.899 0.837 0.08 0.05 -0.11
H 2.587 -4.759 1.795 0.07 -0.05 0.01
C 2.882 -1.309 -1.735 0.91 0.42 0.58
O 2.496 -1.955 -0.517 -0.80 -0.10 -0.90
H 2.422 -0.321 -1.859 -0.18 -0.10 0.10
H 3.967 -1.131 -1.650 -0.38 -0.12 -0.16
H 2.690 -1.895 -2.631 -0.11 -0.25 0.04
H 1.613 -2.335 -0.699 0.45 0.11 0.29
C 1.375 6.097 3.876 0.83 -0.34 -1.51
O 0.278 5.370 4.367 -0.21 0.06 0.22
H 1.860 6.785 4.584 -0.52 -0.50 0.06
H 2.109 5.365 3.477 0.18 0.47 0.49
H 1.093 6.659 2.969 -0.05 0.29 0.36
H 0.088 4.748 3.648 -0.25 -0.06 0.39
C 3.682 -1.678 3.068 -1.09 0.05 -0.31
O 5.052 -1.811 3.219 1.36 -0.17 0.24
H 3.160 -2.127 3.910 -0.33 -0.11 0.04
H 3.391 -0.621 2.997 -0.12 -0.07 -0.12
H 3.384 -2.200 2.146 0.04 0.29 0.24
H 5.269 -1.676 4.146 0.10 0.02 -0.15
C -3.987 1.358 1.050 0.91 -0.23 0.77
O -5.370 1.225 1.002 -1.36 -0.07 -0.07
H -3.559 0.666 0.320 0.04 0.16 0.14
H -3.690 2.373 0.801 0.34 0.16 -0.07
H -3.611 1.105 2.070 0.05 0.15 -0.60
H -5.783 1.903 1.551 0.14 -0.19 -0.12
```
Positions in Å, forces in eV/Å.

Computed properties:
Kohn-Sham gap ... 10.157 eV
Largest force on an atom ... 3.046 eV/A
Relative energy (zero: lowest compared OMol25 entry of this formula, charge and spin) ... 0.00 kJ/mol
SMILES ... COC(=O)OC.COC(=O)OC.COC(=O)OC.COC(=O)OC.COC(=O)OC.CO.CO.CO.CO
HOMO ... -9.70 eV
2S+1 ... 1
Energy ... -59349.53180 eV

Entry 3:
# C3H5FOSi

A cluster of 2 separate species, C3H5FOSi in total at a distorted geometry (ωB97M-V/def2-TZVPD, OMol25).

```
11
Properties=species:S:1:pos:R:3:forces:R:3
C 2.112 -0.294 0.432 -0.10 -3.25 0.04
C 0.794 -0.499 0.338 0.83 -1.18 -1.78
C -0.098 0.725 0.142 -2.31 -3.14 1.41
O 0.192 1.800 0.540 0.87 1.96 0.02
F -2.838 -0.838 0.335 1.13 0.92 -0.65
Si -2.013 0.387 -0.406 2.38 -3.18 -1.49
H 2.808 -1.216 0.359 -1.06 1.93 0.34
H 2.473 0.661 0.618 0.95 1.58 0.07
H 0.554 -1.595 0.088 -0.61 2.05 0.42
H -1.031 -0.570 -2.257 -1.71 1.30 2.02
H -2.952 1.437 -0.189 -0.38 1.01 -0.41
```
Positions in Å, forces in eV/Å.

Computed properties:
Kohn-Sham gap ... 8.526 eV
Largest force on an atom ... 4.244 eV/A
Relative energy (zero: lowest compared OMol25 entry of this formula, charge and spin) ... 151.19 kJ/mol
HOMO ... -9.02 eV
2S+1 ... 1
Energy ... -15831.47356 eV

Entry 4:
# C57H93BNO19PS

A cluster of 10 separate species, C57H93BNO19PS in total at a distorted geometry (ωB97M-V/def2-TZVPD, OMol25).

```
173
Properties=species:S:1:pos:R:3:forces:R:3
H -1.071 5.052 -0.270 0.13 0.03 0.02
N -0.735 4.467 0.499 0.20 0.01 0.19
C -0.051 3.495 0.051 -0.53 0.46 -0.45
C 0.190 3.370 -1.448 0.04 -0.26 -0.02
C 0.503 2.498 1.063 -0.67 0.53 0.21
C -0.090 1.095 0.991 0.77 0.58 -0.43
C 0.782 0.027 0.823 0.46 -0.94 -0.76
S 2.554 0.302 0.663 0.37 0.44 0.28
C 0.336 -1.311 0.774 0.90 -0.03 0.36
C 1.312 -2.448 0.583 -0.27 -0.83 -0.49
C 1.610 -2.715 -0.914 0.74 0.14 0.22
C 2.775 -3.704 -1.134 -0.47 -0.16 -0.41
C 2.615 -5.068 -0.425 0.51 -0.28 -0.99
O 3.897 -5.483 0.054 -0.74 0.17 0.68
C 3.917 -5.798 1.439 0.96 0.08 0.30
C -1.017 -1.518 0.895 -0.46 -1.06 -0.13
C -1.899 -0.457 1.046 -1.07 -0.26 -0.08
C -1.473 0.849 1.089 -0.22 0.66 0.01
C -2.482 1.984 1.242 0.46 -0.39 0.53
C -2.315 2.649 2.616 -0.57 1.22 -0.12
O -2.580 3.802 2.828 0.29 -1.09 -0.03
O -1.872 1.814 3.645 -0.55 0.40 -0.48
C -3.367 -0.824 1.125 0.30 -0.14 0.12
O -4.137 -0.312 1.917 0.15 -0.21 -0.56
C -3.774 -1.914 0.154 0.34 0.53 0.54
C -4.942 -1.859 -0.571 -1.10 0.77 -0.13
B -5.952 -0.632 -0.396 0.04 -0.22 0.67
O -6.883 -0.753 0.588 0.29 0.36 -0.03
O -5.892 0.530 -1.161 -0.40 -0.60 -0.05
C -5.245 -2.875 -1.464 -0.24 -0.45 -0.39
C -6.545 -2.865 -2.249 0.14 -0.21 -0.40
C -6.423 -2.470 -3.764 -0.01 0.28 0.39
C -5.037 -1.988 -4.204 -0.60 0.19 -0.85
O -6.938 -3.524 -4.575 0.20 -0.04 -0.06
C -4.353 -3.937 -1.654 0.20 -0.79 -0.43
C -4.642 -5.087 -2.628 0.54 0.11 0.34
C -3.673 -5.177 -3.851 -0.95 -0.43 0.26
C -3.303 -6.646 -4.190 0.95 0.54 0.27
O -3.723 -7.061 -5.485 -0.21 -0.05 0.46
C -3.158 -4.000 -0.910 0.42 0.53 -0.62
P -1.880 -5.322 -1.037 -0.22 -0.80 1.93
O -2.222 -6.395 -0.070 -0.21 -0.46 -0.51
C -2.899 -2.971 -0.009 1.14 -0.16 0.36
C -1.629 -2.906 0.832 -0.05 0.11 0.21
O -1.183 -3.870 1.419 -0.35 0.53 -0.40
H 1.225 3.653 -1.685 -0.12 -0.30 0.05
H -0.026 2.366 -1.842 0.32 0.06 0.24
H -0.471 4.058 -1.990 0.28 -0.16 0.35
H 1.593 2.513 0.979 -0.24 -0.35 -0.06
H 0.268 2.896 2.063 0.01 0.08 -0.28
H 2.887 -0.183 -0.553 -0.60 -0.07 0.19
H 2.228 -2.282 1.151 -0.08 0.25 -0.27
H 0.905 -3.380 0.982 -0.08 0.43 0.14
H 0.735 -3.107 -1.452 -0.04 0.28 0.25
H 1.900 -1.763 -1.383 -0.28 -0.22 -0.17
H 2.824 -3.916 -2.213 0.04 0.14 0.20
H 3.749 -3.258 -0.892 -0.29 -0.09 0.36
H 1.839 -5.089 0.350 0.34 0.18 0.10
H 2.316 -5.816 -1.178 -0.12 0.22 0.18
H 4.879 -5.436 1.830 -0.17 -0.22 -0.07
H 3.137 -5.291 2.024 -0.08 -0.16 -0.32
H 3.894 -6.885 1.607 -0.25 0.23 -0.06
H -2.414 2.706 0.428 0.17 0.15 0.41
H -3.510 1.609 1.223 0.30 0.00 0.07
H -2.624 1.232 3.836 0.29 -0.29 -0.01
H -7.302 0.099 0.769 -0.22 -0.14 -0.09
H -6.005 0.270 -2.085 0.44 0.39 -0.08
H -7.329 -2.239 -1.806 0.37 -0.04 0.23
H -6.935 -3.887 -2.225 -0.21 0.32 -0.04
H -7.108 -1.623 -3.930 0.10 -0.20 0.03
H -5.113 -1.751 -5.278 0.06 -0.06 0.23
H -4.788 -1.033 -3.723 0.20 -0.38 0.16
H -4.244 -2.729 -4.101 -0.06 0.25 0.33
H -6.233 -3.914 -5.102 0.01 0.09 0.02
H -5.667 -5.064 -3.000 0.14 -0.07 0.18
H -4.516 -6.003 -2.031 -0.15 0.14 -0.15
H -2.785 -4.573 -3.641 -0.13 -0.08 -0.33
H -4.194 -4.772 -4.728 0.39 0.00 0.06
H -3.643 -7.344 -3.412 -0.13 0.20 -0.20
H -2.204 -6.688 -4.148 -0.24 -0.32 -0.30
H -4.475 -7.643 -5.338 0.02 0.03 -0.32
H -1.688 -5.785 -2.353 -0.06 0.47 0.04
H -0.638 -4.763 -0.651 -0.29 0.35 -0.81
C 0.080 -5.511 -5.788 -0.12 0.00 0.13
C 1.385 -5.844 -5.119 -0.01 0.02 0.23
C 2.588 -6.068 -5.999 0.14 -0.05 0.28
O 1.451 -5.925 -3.913 0.08 0.01 0.02
H -0.679 -5.381 -5.020 0.00 0.03 -0.04
H 0.171 -4.584 -6.357 0.00 -0.11 -0.16
H -0.221 -6.326 -6.448 0.01 0.12 -0.14
H 2.800 -5.168 -6.577 -0.08 -0.08 -0.15
H 2.406 -6.907 -6.673 -0.03 0.12 -0.14
H 3.452 -6.298 -5.377 -0.03 0.01 0.01
C 0.141 9.456 0.024 -0.02 -0.34 -0.48
C 0.463 8.022 -0.306 0.02 -0.21 -0.06
C 1.213 7.222 0.722 -0.12 -0.01 -0.41
O 0.132 7.518 -1.361 -0.08 0.12 -0.08
H -0.401 9.907 -0.805 0.00 0.01 0.03
H -0.481 9.500 0.914 0.19 0.05 0.12
H 1.061 10.017 0.188 -0.06 0.02 0.22
H 0.630 7.166 1.642 0.11 0.09 0.07
H 2.181 7.674 0.923 -0.09 0.09 0.18
H 1.368 6.214 0.344 0.00 0.00 0.07
C 2.525 0.216 4.672 -0.13 -0.01 -0.26
C 2.915 -1.198 4.320 -0.02 -0.02 -0.06
C 3.736 -1.961 5.330 0.00 -0.20 -0.20
O 2.581 -1.698 3.271 -0.01 -0.04 0.18
H 1.939 0.643 3.859 0.00 -0.03 0.02
H 1.921 0.222 5.581 0.13 0.07 0.08
H 3.420 0.824 4.818 -0.02 -0.01 0.18
H 3.184 -2.050 6.267 0.11 0.13 0.07
H 4.683 -1.448 5.505 -0.07 0.06 0.16
H 3.942 -2.959 4.948 -0.02 0.03 -0.01
C 7.499 -3.908 0.345 -0.31 -0.17 0.08
C 8.170 -4.907 1.259 -0.02 0.00 0.00
C 9.649 -4.742 1.498 -0.18 -0.09 0.23
O 7.540 -5.802 1.775 0.01 -0.01 0.04
H 6.439 -4.147 0.262 0.03 -0.02 -0.02
H 7.603 -2.901 0.754 0.14 0.03 -0.13
H 7.948 -3.953 -0.649 0.09 0.16 0.04
H 9.845 -3.770 1.957 0.03 0.09 -0.20
H 10.191 -4.825 0.555 0.06 0.14 0.03
H 9.995 -5.522 2.167 0.02 0.01 -0.04
C -3.571 12.095 0.903 0.19 0.00 -0.21
C -2.379 11.700 1.739 0.09 0.04 -0.03
C -2.628 11.415 3.200 0.28 -0.07 -0.01
O -1.272 11.614 1.260 -0.17 0.22 0.12
H -3.249 12.269 -0.123 0.02 -0.01 0.03
H -4.313 11.295 0.909 -0.10 0.10 0.12
H -4.013 13.013 1.294 -0.14 -0.10 0.07
H -3.330 10.586 3.304 -0.13 0.12 0.05
H -3.030 12.304 3.690 -0.17 -0.08 0.00
H -1.690 11.144 3.680 -0.01 0.01 -0.03
C 10.580 -9.246 0.452 -0.01 0.25 -0.11
C 11.181 -8.491 1.611 -0.01 0.08 0.00
C 11.624 -9.301 2.804 0.06 0.25 0.11
O 11.303 -7.288 1.585 0.13 -0.16 -0.04
H 10.307 -8.544 -0.333 0.00 0.00 0.03
H 11.305 -9.957 0.053 -0.09 -0.14 0.08
H 9.683 -9.776 0.778 0.09 -0.14 0.00
H 12.395 -10.014 2.506 -0.13 -0.13 0.01
H 10.772 -9.834 3.230 0.06 -0.15 -0.08
H 12.035 -8.635 3.560 -0.01 0.00 -0.03
C 4.602 5.919 4.499 0.14 0.07 -0.24
C 3.379 6.288 3.694 0.01 0.02 -0.10
C 2.041 6.160 4.381 -0.06 0.10 -0.26
O 3.470 6.668 2.549 0.17 -0.08 0.23
H 5.491 6.056 3.887 -0.03 0.00 -0.01
H 4.677 6.561 5.378 -0.06 -0.14 0.11
H 4.544 4.874 4.807 -0.04 0.06 0.17
H 2.008 6.812 5.256 0.03 -0.15 0.11
H 1.875 5.126 4.685 0.02 0.05 0.17
H 1.251 6.454 3.695 0.01 -0.03 0.01
C -4.177 5.787 -3.714 -0.03 -0.26 0.21
C -2.737 5.833 -3.267 0.10 0.02 0.04
C -1.861 6.899 -3.872 0.26 -0.23 0.14
O -2.307 5.044 -2.453 -0.24 0.07 -0.08
H -4.690 4.975 -3.200 0.02 0.02 0.00
H -4.673 6.727 -3.470 0.01 0.05 -0.18
H -4.228 5.610 -4.790 -0.04 0.19 -0.03
H -2.260 7.885 -3.628 -0.03 0.02 -0.15
H -1.812 6.777 -4.956 -0.19 0.12 -0.02
H -0.858 6.818 -3.461 -0.05 0.06 0.06
C -5.731 5.092 2.414 -0.15 0.24 0.05
C -7.227 4.921 2.483 0.03 0.16 0.00
C -7.765 3.518 2.329 -0.28 0.08 0.04
O -7.967 5.863 2.654 -0.03 -0.05 -0.01
H -5.481 6.143 2.538 -0.01 -0.02 0.00
H -5.252 4.521 3.210 0.11 -0.12 -0.16
H -5.361 4.755 1.444 0.11 -0.17 0.11
H -7.373 2.879 3.122 0.12 -0.07 -0.12
H -7.481 3.115 1.355 0.14 -0.08 0.07
H -8.851 3.538 2.398 0.02 0.02 0.00
```
Positions in Å, forces in eV/Å.

Computed properties:
Kohn-Sham gap ... 8.181 eV
Largest force on an atom ... 2.101 eV/A
Relative energy (zero: lowest compared OMol25 entry of this formula, charge and spin) ... 0.00 kJ/mol
SMILES ... [H]/N=C(\C)Cc1c(S)c(CCCCOC)c2c(c1CC(=O)O)C(=O)c1c(B(O)O)c(C[C@@H](C)O)c(CCCO)c([PH2]=O)c1C2=O.CC(C)=O.CC(C)=O.CC(C)=O.CC(C)=O.CC(C)=O.CC(C)=O.CC(C)=O.CC(C)=O.CC(C)=O
HOMO ... -8.74 eV
2S+1 ... 1
Energy ... -121811.35494 eV